A:
The molecule C3H5NO2S2. Source: the Open Molecules 2025 dataset; level of theory: ωB97M-V/def2-TZVPD.

Geometry as ORCA input:
```
! wB97M-V def2-TZVPD RIJCOSX def2/J DEFGRID3
* xyz 0 1
C 1.239 0.719 0.479
C -1.131 0.834 -0.206
C -1.071 -0.620 -0.220
N 1.280 -0.151 -0.552
O 2.122 1.101 1.192
O 0.007 1.337 0.674
S -1.217 -1.420 1.248
S 2.379 -1.352 -0.683
H -0.973 1.227 -1.216
H -1.987 1.401 0.259
H -1.025 -1.146 -1.222
H -1.593 -0.322 2.151
H 1.970 -1.608 -1.902
*
```

Summary:
orbital gap (alpha / beta) = 6.13 / 7.88 eV

Löwdin population analysis, charges in e, atoms 1 to 5: atom 1 (C): -0.7332, atom 2 (C): -0.2406, atom 3 (C): -0.5478, atom 4 (N): -0.3767, atom 5 (O): 0.0932



B:
The molecule C3H5NO2S2. Source: the Open Molecules 2025 dataset; level of theory: ωB97M-V/def2-TZVPD.

Geometry as ORCA input:
```
! wB97M-V def2-TZVPD RIJCOSX def2/J DEFGRID3
* xyz 0 1
C -0.818 -0.110 1.989
C -0.787 -0.790 -0.314
C 0.531 -0.076 -0.517
H 0.036 -0.591 2.447
H -0.577 0.895 1.606
H -1.661 -0.048 2.720
H -0.240 0.691 -2.256
H 2.340 0.782 -1.619
N 0.544 0.654 -1.592
O -1.311 -0.904 0.889
O 1.606 1.331 -2.037
S -1.622 -1.366 -1.580
S 1.959 -0.469 0.264
*
```

Summary:
orbital gap = 8.20 eV

Löwdin population analysis, charges in e, atoms 1 to 5: atom 1 (C): -0.0580, atom 2 (C): -0.8443, atom 3 (C): -0.7993, atom 4 (H): 0.0673, atom 5 (H): 0.0977



What are the relative energies? In kcal/mol: A 21.0; B 0.0.



A:
A cluster of 2 separate species, C7H13O in total. Source: the Open Molecules 2025 dataset; level of theory: ωB97M-V/def2-TZVPD.

Geometry as ORCA input:
```
! wB97M-V def2-TZVPD RIJCOSX def2/J DEFGRID3
* xyz -1 1
C 2.332 0.678 -1.175
O 3.077 0.027 -0.243
C 0.979 0.003 -1.436
C 0.431 -0.834 -0.288
C 0.055 0.053 0.907
C -1.290 0.787 0.813
C -2.522 0.029 0.402
C -3.323 -0.889 1.044
H 2.193 1.772 -0.755
H 2.887 0.749 -2.125
H 1.083 -0.701 -2.296
H 0.183 0.738 -1.727
H -0.434 -1.445 -0.569
H 1.233 -1.484 0.034
H 1.012 0.605 1.119
H 0.021 -0.497 1.855
H -1.235 1.670 0.135
H -1.548 1.156 1.818
H -3.269 0.624 -0.139
H -4.255 -0.433 1.382
H -2.064 -1.391 1.648
*
```

Summary:
orbital gap = 5.49 eV

Löwdin population analysis, charges in e, atoms 1 to 5: atom 1 (C): -0.5475, atom 2 (O): -0.3848, atom 3 (C): -0.2390, atom 4 (C): -0.2493, atom 5 (C): -0.2363



B:
A structure of composition C7H13O. Source: the Open Molecules 2025 dataset; level of theory: ωB97M-V/def2-TZVPD.

Geometry as ORCA input:
```
! wB97M-V def2-TZVPD RIJCOSX def2/J DEFGRID3
* xyz -1 1
C 2.546 0.598 -0.357
O 3.742 0.081 0.120
C 1.186 0.027 0.259
C 0.117 0.651 -0.485
C -1.189 0.458 -0.339
C -2.103 0.990 -1.342
C -1.648 -0.476 0.692
C -3.184 -0.314 1.017
H 2.566 1.693 -0.188
H 2.420 0.571 -1.496
H 1.308 -1.076 0.074
H 1.161 0.309 1.376
H 4.177 -2.606 0.961
H 0.448 1.489 -1.114
H -1.638 1.850 -1.862
H -3.044 0.379 -1.632
H -0.813 -1.233 1.010
H 3.831 -2.328 0.327
H -2.758 -0.958 0.120
H -3.471 0.756 1.043
H -3.655 -0.861 1.817
*
```

Summary:
orbital gap = 4.73 eV

Löwdin population analysis, charges in e, atoms 1 to 5: atom 1 (C): -0.5225, atom 2 (O): -0.4050, atom 3 (C): -0.2020, atom 4 (C): -0.0501, atom 5 (C): -0.4548



What are the relative energies? In kcal/mol: A 0.0; B 81.3.



A:
The molecule CH4N2P2. Source: the Open Molecules 2025 dataset; level of theory: ωB97M-V/def2-TZVPD.

Geometry as ORCA input:
```
! wB97M-V def2-TZVPD RIJCOSX def2/J DEFGRID3
* xyz 0 1
C 0.873 -0.734 -0.441
N 0.748 -2.007 -0.330
N -1.245 0.812 0.015
P 1.778 0.504 0.550
P 0.197 0.901 -0.927
H -0.019 -2.573 -0.718
H -1.277 1.750 0.453
H -2.144 0.665 -0.360
H 1.088 0.680 1.758
*
```

Summary:
orbital gap = 8.21 eV

Löwdin population analysis, charges in e, atoms 1 to 5: atom 1 (C): -0.8920, atom 2 (N): 0.0262, atom 3 (N): -0.2953, atom 4 (P): 0.6364, atom 5 (P): 0.5942



B:
A structure of composition CH4N2P2. Source: the Open Molecules 2025 dataset; level of theory: ωB97M-V/def2-TZVPD.

Geometry as ORCA input:
```
! wB97M-V def2-TZVPD RIJCOSX def2/J DEFGRID3
* xyz 0 1
C -0.678 -1.278 -0.766
N 1.491 0.119 0.710
N -1.480 1.104 0.169
P 0.807 -0.606 -0.532
P -2.019 -0.510 -0.081
H 2.404 -0.225 0.706
H -1.841 1.911 0.773
H -0.379 1.065 0.170
H 1.695 -1.580 -1.150
*
```

Summary:
orbital gap = 7.73 eV

Löwdin population analysis, charges in e, atoms 1 to 5: atom 1 (C): -0.7130, atom 2 (N): -0.2633, atom 3 (N): -0.3196, atom 4 (P): 0.6077, atom 5 (P): 0.7273



What are the relative energies? In kcal/mol: A 0.0; B 38.4.



A:
The ion C6H11NO with charge -1. Source: the Open Molecules 2025 dataset; level of theory: ωB97M-V/def2-TZVPD.

Geometry as ORCA input:
```
! wB97M-V def2-TZVPD RIJCOSX def2/J DEFGRID3
* xyz -1 2
C 0.315 -0.770 0.259
C 1.112 0.481 -0.127
C 1.494 1.372 1.032
C 2.459 2.269 0.947
C -1.124 -0.400 0.564
N -2.095 -0.732 -0.305
C -2.003 -1.578 -1.491
O -1.376 0.227 1.597
H 0.396 -1.570 -0.470
H 0.705 -1.198 1.188
H 2.017 0.187 -0.652
H 0.513 1.076 -0.806
H 0.880 1.306 1.913
H 3.050 2.348 0.043
H 2.734 2.953 1.744
H -3.040 -0.566 0.000
H -0.991 -1.867 -1.750
H -2.456 -1.045 -2.337
H -2.590 -2.493 -1.347
*
```

Summary:
<S²> = 0.75
orbital gap (alpha / beta) = 2.42 / 9.44 eV

Löwdin population analysis, charges in e, atoms 1 to 5: atom 1 (C): -0.1629, atom 2 (C): -0.2288, atom 3 (C): -0.1875, atom 4 (C): -0.0367, atom 5 (C): -0.5643



B:
A structure of composition C6H11NO. Source: the Open Molecules 2025 dataset; level of theory: ωB97M-V/def2-TZVPD.

Geometry as ORCA input:
```
! wB97M-V def2-TZVPD RIJCOSX def2/J DEFGRID3
* xyz -1 2
C 2.710 -0.355 0.157
C 1.509 0.188 1.063
C 0.295 0.663 0.356
C -0.895 0.000 0.325
C -2.156 0.498 -0.140
C -3.243 -0.301 -0.404
O -4.501 0.247 -0.758
N 2.919 -0.286 -1.284
H 2.728 -1.437 0.446
H 3.627 -0.031 0.696
H 1.879 0.969 1.776
H 1.464 -0.651 1.766
H 0.405 1.568 -0.239
H -0.959 -1.110 0.451
H -2.269 1.583 -0.226
H -3.263 -1.370 -0.201
H -4.894 -0.318 -1.430
H 1.998 -0.549 -1.655
H 2.646 0.692 -0.701
*
```

Summary:
<S²> = 0.77
orbital gap (alpha / beta) = 3.56 / 6.40 eV

Löwdin population analysis, charges in e, atoms 1 to 5: atom 1 (C): -0.4565, atom 2 (C): -0.2685, atom 3 (C): -0.2567, atom 4 (C): -0.2440, atom 5 (C): -0.1957



What are the relative energies? In kcal/mol: A 0.0; B 85.2.



A:
The molecule C5H5FOS. Source: the Open Molecules 2025 dataset; level of theory: ωB97M-V/def2-TZVPD.

Geometry as ORCA input:
```
! wB97M-V def2-TZVPD RIJCOSX def2/J DEFGRID3
* xyz 0 1
C -0.533 0.509 -1.583
C 0.424 1.055 -0.753
C 0.401 0.514 0.588
C -0.820 -0.072 1.195
C -1.340 -1.479 0.868
H -1.406 -0.113 -1.462
H 1.278 1.545 -1.162
H -1.707 0.628 1.043
H -0.688 -0.145 2.317
H -2.319 -1.710 1.472
O -0.908 -2.192 -0.044
F -0.570 0.803 -2.894
S 1.778 0.433 1.393
*
```

Summary:
orbital gap = 8.09 eV

Löwdin population analysis, charges in e, atoms 1 to 5: atom 1 (C): -0.0759, atom 2 (C): -0.0980, atom 3 (C): -0.8366, atom 4 (C): -0.2362, atom 5 (C): -0.2326



B:
The molecule C5H5FOS. Source: the Open Molecules 2025 dataset; level of theory: ωB97M-V/def2-TZVPD.

Geometry as ORCA input:
```
! wB97M-V def2-TZVPD RIJCOSX def2/J DEFGRID3
* xyz 0 1
C 1.636 -0.600 -0.150
C 0.433 0.275 -0.142
C 0.580 1.563 0.209
C -0.867 -0.384 -0.489
C -2.039 -0.068 0.066
H 0.528 -1.990 0.649
H 1.587 1.890 0.468
H -0.233 2.280 0.190
H -0.877 -1.113 -1.301
H -2.172 0.776 0.766
O 1.432 -1.835 0.438
F -3.215 -0.628 -0.330
S 3.209 -0.165 -0.374
*
```

Summary:
orbital gap = 8.37 eV

Löwdin population analysis, charges in e, atoms 1 to 5: atom 1 (C): -0.7851, atom 2 (C): -0.3177, atom 3 (C): 0.0838, atom 4 (C): -0.0546, atom 5 (C): -0.1136



What are the relative energies? In kcal/mol: A 7.8; B 0.0.



A:
A cluster of 2 separate species, H4NO2PS in total. Source: the Open Molecules 2025 dataset; level of theory: ωB97M-V/def2-TZVPD.

Geometry as ORCA input:
```
! wB97M-V def2-TZVPD RIJCOSX def2/J DEFGRID3
* xyz 0 1
N -0.125 1.961 1.688
O 0.573 0.671 -1.174
O -1.367 -0.175 -0.116
P 0.221 -0.333 0.007
S 0.584 -2.247 -0.994
H 0.664 1.897 2.229
H 1.371 0.305 -1.691
H -1.455 0.627 0.399
H -0.468 -2.705 -0.348
*
```

Summary:
orbital gap (alpha / beta) = 7.20 / 7.18 eV

Löwdin population analysis, charges in e, atoms 1 to 5: atom 1 (N): 0.1455, atom 2 (O): -0.3516, atom 3 (O): -0.3115, atom 4 (P): 0.4064, atom 5 (S): 0.3865



B:
A cluster of 2 separate species, H4NO2PS in total. Source: the Open Molecules 2025 dataset; level of theory: ωB97M-V/def2-TZVPD.

Geometry as ORCA input:
```
! wB97M-V def2-TZVPD RIJCOSX def2/J DEFGRID3
* xyz 0 1
N 0.321 0.580 -0.196
O -2.553 0.197 0.864
O 2.238 -0.751 0.873
P -2.276 -0.576 -0.356
S 2.085 -0.085 -0.364
H 0.573 1.203 0.571
H -0.181 1.092 -0.998
H -1.989 -1.905 0.195
H 1.678 -1.130 -1.334
*
```

Summary:
orbital gap = 8.77 eV

Löwdin population analysis, charges in e, atoms 1 to 5: atom 1 (N): -0.2737, atom 2 (O): -0.5982, atom 3 (O): -0.5605, atom 4 (P): 0.7291, atom 5 (S): 0.7882



C:
The molecule H4NO2PS. Source: the Open Molecules 2025 dataset; level of theory: ωB97M-V/def2-TZVPD.

Geometry as ORCA input:
```
! wB97M-V def2-TZVPD RIJCOSX def2/J DEFGRID3
* xyz 0 1
N 0.654 1.353 0.451
O 1.280 -1.024 0.836
O 0.832 -0.091 -1.382
P -1.545 -0.971 0.060
S 0.468 -0.212 -0.011
H 0.679 1.614 1.446
H 0.008 1.926 -0.114
H -0.863 -2.233 -0.151
H -1.514 -0.362 -1.135
*
```

Summary:
orbital gap = 10.56 eV

Löwdin population analysis, charges in e, atoms 1 to 5: atom 1 (N): -0.1168, atom 2 (O): -0.3743, atom 3 (O): -0.3785, atom 4 (P): 0.7198, atom 5 (S): 0.2345



What are the relative energies? In kcal/mol: A 41.5; B 30.2; C 0.0.